Record 1
Here is a gas-phase ion, C6H15N3O3P (charge +1) from OMol25. Energies are from wB97M-V/def2-TZVPD.

- LUMO energy: -2.54 eV
- Orbital gap: 9.945 eV
- F_max: 4.87 eV/Å
- E_HOMO: -12.48 eV
- SMILES: COP(O)(O)=NC1=[N+](C)CCN1C
- ΔE to the lowest compared entry with this formula, charge and spin: 0.000 eV
- E: -26361.7476 eV

Geometry as ORCA input:
```
! RIJCOSX wB97M-V def2-TZVPD def2/J DEFGRID3
* xyz 1 1
C 1.78 -2.86 1.01
O 1.97 -1.76 1.94
P 0.71 -0.58 1.97
O 1.42 0.64 2.70
O -0.29 -1.31 2.91
N -0.15 -0.34 0.70
C -0.40 0.45 -0.33
N 0.32 1.34 -1.00
C 1.73 1.59 -0.85
C -0.46 1.86 -2.15
C -1.80 1.19 -2.03
N -1.62 0.27 -0.94
C -2.67 -0.53 -0.34
H 1.35 -2.37 0.08
H 1.03 -3.46 1.52
H 2.86 -3.06 0.88
H 2.26 0.46 2.99
H -0.32 -1.18 3.81
H 1.91 1.45 0.30
H 2.26 0.78 -1.53
H 1.89 2.59 -1.16
H 0.11 1.80 -3.01
H -0.61 2.87 -2.05
H -2.59 1.86 -2.02
H -1.94 0.59 -2.91
H -2.88 -0.15 0.61
H -3.57 -0.55 -0.93
H -2.28 -1.58 -0.19
*
```

Record 2
Here is 2 unconnected molecules or ions with the total composition C6H15N3O7P from OMol25. Energies are from wB97M-V/def2-TZVPD.

- LUMO energy: 2.67 eV
- Orbital gap: 6.970 eV
- F_max: 0.55 eV/Å
- E_HOMO: -4.30 eV
- ΔE to the lowest compared entry with this formula, charge and spin: 0.000 eV
- E: -34562.0304 eV

Geometry as ORCA input:
```
! RIJCOSX wB97M-V def2-TZVPD def2/J DEFGRID3
* xyz -1 1
C -1.79 2.91 -1.00
O -0.85 2.23 -0.18
C -0.29 1.08 -0.76
C 1.17 0.99 -0.30
P 2.22 2.40 -0.71
O 1.89 3.75 -0.26
O 3.68 1.95 -0.21
O 2.39 2.24 -2.31
C -1.03 -0.22 -0.37
N -1.70 -0.05 0.93
C -2.02 -0.75 -1.44
O -2.27 -1.97 -1.33
O -2.46 0.08 -2.28
H -1.26 3.48 -1.78
H -2.33 3.60 -0.37
H -2.47 2.20 -1.47
H -0.34 1.14 -1.86
H 1.60 0.14 -0.83
H 1.23 0.78 0.77
H 3.75 0.99 -0.12
H 1.56 1.99 -2.74
H -0.27 -1.01 -0.28
H -1.28 0.72 1.44
H -1.53 -0.88 1.47
C 0.50 -2.99 1.97
O 0.84 -1.82 1.94
N 0.24 -3.71 0.85
N 0.31 -3.66 3.16
H -0.12 -4.64 0.87
H 0.20 -3.20 -0.02
H 0.46 -3.15 4.00
H -0.01 -4.61 3.21
*
```

Record 3
Here is a gas-phase ion, C6H15N5O2PS (charge +1) from OMol25. Energies are from wB97M-V/def2-TZVPD.

- LUMO energy: -4.12 eV
- Orbital gap: 7.745 eV
- F_max: 8.81 eV/Å
- E_HOMO: -11.86 eV
- SMILES: CCSCN(CN)c1ncn(P(O)O)[nH+]1
- E: -38121.9849 eV

Geometry as ORCA input:
```
! RIJCOSX wB97M-V def2-TZVPD def2/J DEFGRID3
* xyz 1 1
C 2.34 -3.85 -0.15
C 2.24 -2.21 -0.32
S 1.28 -1.54 1.14
C 1.62 0.28 1.44
N 1.05 1.20 0.35
C 1.97 2.07 -0.53
N 1.80 1.71 -2.02
C -0.31 1.18 0.16
N -1.06 2.01 -0.86
C -2.55 1.75 -0.85
N -2.64 0.71 0.25
P -4.30 0.13 0.53
O -4.48 -0.71 2.05
O -5.51 1.37 0.29
N -1.43 0.41 0.84
H 3.36 -4.20 0.32
H 2.08 -4.39 -1.18
H 1.49 -4.17 0.61
H 3.34 -1.76 -0.38
H 1.74 -1.95 -1.37
H 1.09 0.63 2.45
H 2.79 0.51 1.56
H 3.09 1.77 -0.26
H 1.84 3.22 -0.34
H 2.71 1.42 -2.42
H 1.46 2.53 -2.56
H -3.42 2.20 -1.51
H -4.83 -1.64 1.82
H -5.42 1.60 -0.71
H -1.31 -0.28 1.65
*
```

Record 4
Here is a gas-phase ion, C6H15N5O5P (charge +1) from OMol25. Energies are from wB97M-V/def2-TZVPD.

- LUMO energy: -6.04 eV
- Orbital gap: 6.383 eV
- F_max: 8.36 eV/Å
- E_HOMO: -12.42 eV
- SMILES: C[C@H](O)CNCCOn1cnn[n+]1P(=O)(O)O
- ΔE to the lowest compared entry with this formula, charge and spin: 7.475 eV
- E: -33426.0031 eV

Geometry as ORCA input:
```
! RIJCOSX wB97M-V def2-TZVPD def2/J DEFGRID3
* xyz 1 1
C -1.75 -0.89 -3.34
C -2.01 0.69 -2.96
O -1.00 1.46 -3.76
C -1.50 0.86 -1.38
N -2.03 -0.28 -0.52
C -1.78 -0.07 0.95
C -0.39 0.71 1.33
O 0.09 0.42 2.70
N 1.40 0.72 2.66
C 2.10 2.00 3.04
N 3.62 1.89 2.84
N 3.74 0.58 2.36
N 2.48 -0.04 2.24
P 2.39 -1.73 1.59
O 3.59 -2.65 2.07
O 0.80 -2.46 1.88
O 2.50 -1.55 -0.17
H -1.83 -1.02 -4.53
H -0.63 -1.18 -3.08
H -2.46 -1.63 -2.77
H -3.10 1.06 -3.12
H -0.13 0.94 -3.65
H -0.31 0.88 -1.45
H -1.89 1.92 -1.02
H -3.08 -0.22 -0.63
H -1.70 -1.16 1.43
H -2.72 0.43 1.50
H 0.45 0.34 0.58
H -0.49 1.89 1.20
H 1.56 2.98 3.43
H 0.67 -3.03 1.04
H 3.42 -1.86 -0.44
*
```

Record 5
Here is C6H15NO in the gas phase from OMol25. Energies are from wB97M-V/def2-TZVPD.

- LUMO energy: 0.94 eV
- Orbital gap: 9.546 eV
- F_max: 1.97 eV/Å
- E_HOMO: -8.61 eV
- SMILES: CCCNCCCO
- ΔE to the lowest compared entry with this formula, charge and spin: 1.966 eV
- E: -10001.7908 eV

Geometry as ORCA input:
```
! RIJCOSX wB97M-V def2-TZVPD def2/J DEFGRID3
* xyz 0 1
C 1.41 0.36 -3.28
C 1.78 0.18 -1.82
C 0.77 -0.62 -0.98
N 1.06 -0.41 0.43
C 0.12 0.48 1.11
C -1.29 -0.13 1.30
C -1.82 0.30 2.66
O -3.24 0.09 2.85
H 2.06 0.93 -3.94
H 0.41 0.83 -3.31
H 1.34 -0.62 -3.76
H 2.13 1.00 -1.18
H 2.74 -0.38 -1.78
H -0.28 -0.44 -1.26
H 0.89 -1.70 -1.15
H 1.26 -1.24 0.97
H 0.46 0.70 2.13
H 0.12 1.38 0.51
H -1.27 -1.22 1.28
H -2.01 0.16 0.53
H -1.38 -0.30 3.46
H -1.74 1.38 2.72
H -3.54 -0.75 2.51
*
```

Record 6
Here is 2 unconnected molecules or ions with the total composition C6H15NO from OMol25. Energies are from wB97M-V/def2-TZVPD.

- LUMO energy: 0.84 eV
- Orbital gap: 8.841 eV
- F_max: 3.37 eV/Å
- E_HOMO: -8.00 eV
- SMILES: CCC/C(C)=C/N.O
- ΔE to the lowest compared entry with this formula, charge and spin: 2.428 eV
- E: -10001.3292 eV

Geometry as ORCA input:
```
! RIJCOSX wB97M-V def2-TZVPD def2/J DEFGRID3
* xyz 0 1
C -1.33 -0.29 -3.29
C -0.97 -0.49 -1.82
C 0.06 0.55 -1.45
C 0.83 0.37 -0.14
C 0.03 0.22 1.13
C 2.11 0.24 -0.10
N 2.98 0.01 1.02
H -2.24 0.16 -3.56
H -0.61 0.34 -3.95
H -1.20 -1.23 -3.83
H -0.60 -1.46 -1.48
H -1.88 -0.37 -1.08
H 0.87 0.58 -2.21
H -0.43 1.52 -1.60
H 0.62 0.08 2.02
H -0.48 -0.69 0.96
H -0.69 1.04 1.24
H 2.61 0.43 -1.07
H 2.71 -0.13 2.00
H 3.59 -0.69 0.70
O -2.04 -0.14 5.15
H -2.48 -0.60 5.84
H -1.45 0.55 5.53
*
```

Record 7
Here is 2 unconnected molecules or ions with the total composition C6H15NO from OMol25. Energies are from wB97M-V/def2-TZVPD.

- LUMO energy: 0.75 eV
- Orbital gap: 9.778 eV
- F_max: 1.72 eV/Å
- E_HOMO: -9.03 eV
- SMILES: C/C=C(\C)CCN.O
- ΔE to the lowest compared entry with this formula, charge and spin: 1.815 eV
- E: -10001.9421 eV

Geometry as ORCA input:
```
! RIJCOSX wB97M-V def2-TZVPD def2/J DEFGRID3
* xyz 0 1
C -0.17 -2.85 -0.21
C -0.90 -1.54 -0.44
C -0.27 -0.46 -0.90
C 1.04 -0.53 -1.63
C -0.94 0.91 -0.86
C -0.56 1.59 0.44
N -0.49 3.06 0.33
H 0.19 -3.36 -1.11
H 0.65 -2.69 0.49
H -0.83 -3.55 0.30
H -1.93 -1.48 -0.12
H 1.11 0.24 -2.39
H 1.94 -0.36 -1.02
H 1.22 -1.50 -2.10
H -0.60 1.47 -1.73
H -2.02 0.82 -0.99
H -1.39 1.45 1.14
H 0.31 1.18 0.95
H 0.20 3.37 -0.34
H -0.28 3.44 1.24
O 1.19 0.04 3.25
H 1.70 0.84 3.35
H 0.83 -0.06 2.35
*
```

Record 8
Here is 2 unconnected molecules or ions with the total composition C6H15NO from OMol25. Energies are from wB97M-V/def2-TZVPD.

- LUMO energy: 0.86 eV
- Orbital gap: 8.798 eV
- F_max: 7.16 eV/Å
- E_HOMO: -7.94 eV
- SMILES: CCC/C=C/NC.O
- ΔE to the lowest compared entry with this formula, charge and spin: 4.643 eV
- E: -9999.1139 eV

Geometry as ORCA input:
```
! RIJCOSX wB97M-V def2-TZVPD def2/J DEFGRID3
* xyz 0 1
C -0.11 4.35 0.95
C -0.44 2.86 1.36
C -1.13 2.21 0.25
C -0.47 0.90 -0.15
C -1.18 0.01 -0.93
N -0.72 -1.23 -1.48
C 0.71 -1.57 -1.08
H -0.92 5.17 0.69
H 0.40 4.63 1.77
H 0.60 4.17 0.03
H -1.32 3.13 2.18
H 0.40 2.38 1.73
H -1.21 2.98 -0.48
H -2.32 1.95 0.60
H 0.57 0.60 0.09
H -2.00 0.39 -1.46
H -1.22 -2.10 -1.25
H 1.63 -0.78 -1.01
H 1.00 -2.31 -1.81
H 0.80 -2.00 -0.12
O 2.36 -6.18 0.64
H 3.29 -6.11 0.36
H 2.29 -6.60 1.50
*
```

Record 9
Here is a gas-phase ion, C6H15NO (charge +1) from OMol25. Energies are from wB97M-V/def2-TZVPD.

- LUMO energy (spin up / spin down): -2.93 / -7.90 eV
- Orbital gap (spin up / spin down): 12.292 / 7.325 eV
- F_max: 3.10 eV/Å
- E_HOMO (spin up / spin down): -15.22 / -15.23 eV
- ΔE to the lowest compared entry with this formula, charge and spin: 1.882 eV
- E: -9993.3575 eV

Geometry as ORCA input:
```
! RIJCOSX wB97M-V def2-TZVPD def2/J DEFGRID3
* xyz 1 2
C 2.03 0.31 -1.10
C 1.57 1.58 -1.84
O 0.52 2.27 -1.17
N 0.96 -0.59 -0.72
C 0.51 -0.62 0.71
C -0.96 -0.30 0.86
C -1.93 -1.02 -0.09
C -1.42 -0.54 2.33
H 2.54 0.57 -0.18
H 2.75 -0.23 -1.74
H 1.33 1.39 -2.88
H 2.39 2.27 -1.69
H -0.27 1.72 -1.07
H 0.16 -0.48 -1.35
H 1.10 0.16 1.19
H 0.82 -1.66 0.91
H -1.13 0.78 0.78
H -2.81 -0.44 -0.37
H -2.28 -1.98 0.28
H -1.45 -1.32 -1.03
H -2.05 0.29 2.63
H -0.62 -0.61 3.07
H -1.79 -1.55 2.49
*
```

Record 10
Here is 3 unconnected molecules or ions with the total composition C6H15NO2 from OMol25. Energies are from wB97M-V/def2-TZVPD.

- LUMO energy: 0.70 eV
- Orbital gap: 9.673 eV
- F_max: 7.44 eV/Å
- E_HOMO: -8.97 eV
- SMILES: C=CC(=C)CCN.O.O
- ΔE to the lowest compared entry with this formula, charge and spin: 4.741 eV
- E: -12046.6703 eV

Geometry as ORCA input:
```
! RIJCOSX wB97M-V def2-TZVPD def2/J DEFGRID3
* xyz 0 1
C -0.55 -1.74 -0.49
C 0.72 -1.30 -0.73
C 1.28 0.04 -0.54
C 2.26 0.34 0.27
C 0.82 1.14 -1.47
C -0.91 1.04 -1.57
N -1.40 1.86 -0.46
H -0.74 -2.78 -0.60
H -1.44 -1.21 -0.42
H 1.45 -2.12 -0.91
H 2.65 1.41 0.22
H 2.89 -0.24 1.01
H 1.20 2.04 -1.23
H 1.04 0.76 -2.44
H -1.39 1.62 -2.41
H -1.17 0.04 -1.74
H -1.02 1.45 0.37
H -2.28 2.06 -0.50
O -0.28 0.66 2.57
H -0.39 0.99 1.65
H -0.84 1.27 3.05
O -0.94 -2.61 1.92
H -0.97 -1.93 2.60
H 0.01 -2.80 1.85
*
```